Computed, not measured: C17H26N4O5S in the gas phase at a distorted geometry, with ωB97M-V/def2-TZVPD.

Geometry as XYZ:
```
53
Properties=species:S:1:pos:R:3:forces:R:3:mulliken_charge:R:1
C 2.4836 3.5827 -0.9609 0.0 0.4 0.2 -1.074
N 2.2386 2.8044 -2.1480 0.0 0.1 -0.1 0.176
C 1.3234 1.8128 -2.1954 -0.2 0.0 0.3 1.022
C 1.4832 0.7223 -3.0852 -0.1 -0.1 0.0 -0.537
C 0.6891 -0.3912 -3.0069 0.0 0.1 0.0 -1.132
C -0.3129 -0.4746 -2.0450 -0.4 -0.4 0.1 0.034
C -0.5758 0.5979 -1.2371 0.0 0.2 0.1 -0.341
C 0.1994 1.7548 -1.3297 0.3 -1.1 -0.7 -0.352
N -0.2912 2.8855 -0.6136 -0.3 0.6 0.3 1.011
O -0.8921 2.6802 0.4277 -0.1 0.1 0.2 -0.636
O -0.1376 3.9899 -1.1045 -0.2 0.0 0.0 -0.641
H -1.4127 0.5657 -0.5565 0.0 0.1 0.1 0.523
S -1.2655 -1.9789 -1.8974 0.2 -0.1 -0.5 1.339
O -1.7988 -2.2984 -3.1846 0.3 0.1 -0.1 -0.720
O -2.1490 -1.8692 -0.7727 0.1 0.1 0.2 -0.637
N -0.1538 -3.1686 -1.5242 -0.6 0.4 -0.3 -0.335
H 0.6316 -3.1562 -2.1560 0.1 0.0 -0.2 0.370
C 0.2188 -3.2468 -0.1272 0.0 0.2 0.4 -0.909
H 0.9527 -4.0471 -0.0106 -0.1 0.1 0.0 0.433
H -0.6888 -3.4971 0.4229 0.2 -0.1 0.1 0.263
C 0.8265 -1.9371 0.3888 0.1 -0.4 0.1 0.554
O 1.9445 -1.5740 0.0646 0.2 -0.1 -0.1 -0.705
N 0.0251 -1.2524 1.2147 -0.4 0.2 0.4 0.376
H -0.9516 -1.5030 1.2642 0.1 -0.2 -0.1 0.262
C 0.4410 -0.0570 1.9153 0.2 0.2 0.2 -0.450
H 1.5340 -0.0589 1.9026 -0.1 0.1 0.0 0.430
C -0.0916 -0.0279 3.3518 0.0 -0.3 -0.4 0.258
C -1.6075 0.1790 3.3746 0.2 0.3 0.3 -0.623
C -2.1107 0.2657 4.8127 -0.2 -0.3 -0.1 -0.933
C -1.7371 -0.9957 5.5856 0.1 0.3 0.2 -0.615
C -0.2260 -1.2052 5.5642 -0.1 -0.3 -0.1 -0.808
C 0.2828 -1.2911 4.1277 0.1 0.3 0.2 -0.823
H 1.3674 -1.4199 4.1220 0.0 -0.1 -0.1 0.365
H -0.1582 -2.1634 3.6407 0.0 -0.1 0.0 0.242
H 0.2614 -0.3697 6.0720 0.1 0.0 0.1 0.365
H 0.0314 -2.1195 6.1030 0.1 0.0 0.1 0.371
H -2.0866 -0.9178 6.6171 -0.1 -0.1 0.0 0.338
H -2.2291 -1.8584 5.1306 -0.1 -0.1 0.0 0.316
H -1.6646 1.1350 5.3010 0.0 0.1 0.0 0.370
H -3.1940 0.3990 4.8180 0.0 0.1 0.0 0.392
H -1.8571 1.0942 2.8343 0.0 0.0 -0.1 0.278
H -2.1078 -0.6542 2.8756 -0.1 -0.1 -0.1 0.243
H 0.3737 0.8328 3.8450 0.0 0.0 0.0 0.396
H 0.0824 0.8385 1.3985 0.1 -0.1 0.0 -0.308
H 0.8350 -1.2185 -3.6837 0.1 -0.1 -0.2 0.467
H 2.2791 0.7415 -3.8095 0.1 0.0 0.0 0.402
C 3.1777 3.0081 -3.2256 0.1 -0.1 -0.2 -1.366
H 3.5114 4.0441 -3.1996 0.0 0.0 0.0 0.468
H 2.6978 2.8354 -4.1874 0.0 0.0 0.0 0.449
H 4.0520 2.3556 -3.1349 0.0 0.0 0.0 0.351
H 1.9295 4.5278 -0.9731 0.2 -0.1 0.1 0.291
H 2.1910 3.0221 -0.0718 0.0 0.0 0.0 0.295
H 3.5506 3.7937 -0.8943 0.0 -0.1 0.0 0.494
```
Forces are in eV/Å.

structure (SMILES)	CN(C)c1ccc(S(=O)(=O)NCC(=O)NCC2CCCCC2)cc1[N+](=O)[O-]
energy above the lowest of the compared OMol25 structures with the same formula, charge and spin	80.2	kcal/mol
calculated total energy	-45081.663	eV

Computed, not measured: a molecular structure, C20H28NNdO2 at a distorted geometry, with ωB97M-V/def2-TZVPD.

Geometry as XYZ:
```
52
Properties=species:S:1:pos:R:3:forces:R:3:mulliken_charge:R:1
O -0.1518 0.0451 0.5519 0.7 -0.4 -1.6 -0.221
C 0.9494 -0.5154 -0.2966 -1.0 0.7 0.6 -0.547
C 0.4447 0.4138 -1.4101 -0.5 0.2 0.1 -0.501
H 0.7334 -1.5896 -0.3799 0.4 0.3 -0.4 0.284
H 1.9443 -0.2927 0.1499 -0.6 -0.2 -0.3 0.317
C -0.7402 0.8470 -0.4891 0.3 -0.6 0.1 1.253
H 0.1064 -0.1253 -2.2835 0.3 0.2 -0.5 0.099
H 1.1203 1.2481 -1.5704 0.1 -0.1 -0.5 0.422
C -2.0691 0.1916 -0.7708 -0.3 0.3 -0.5 -1.472
H -1.9741 -0.9069 -0.7721 0.0 0.5 -0.1 0.345
H -2.3700 0.5429 -1.7566 -0.4 -0.2 -0.1 0.479
H -2.8307 0.4850 -0.0307 0.3 -0.1 -0.3 0.255
C -0.8297 2.2972 -0.0596 -0.1 0.1 -0.3 -1.371
H 0.1698 2.7363 0.0819 -0.4 -0.1 0.0 0.314
H -1.4223 2.4369 0.8678 0.3 -0.3 -0.5 0.117
H -1.3434 2.8140 -0.8792 0.1 0.2 0.2 0.494
Nd 0.1566 -0.2359 2.6302 0.3 0.0 6.0 0.894
C 0.9645 1.6448 4.5129 0.7 1.3 -0.8 -0.547
C 1.9995 0.6101 4.4112 -0.1 0.2 -0.3 -0.458
C 2.4739 0.5966 3.0705 0.2 1.1 0.6 -0.888
H 2.1751 -0.2244 5.1376 0.1 1.5 -0.5 0.515
C 1.8009 1.6813 2.3665 0.3 -0.1 -1.0 -0.381
C 0.8352 2.2779 3.2335 1.0 -0.3 0.7 -0.572
H 0.1576 3.1277 3.0098 0.6 -0.7 0.1 0.350
H 0.3866 2.0360 5.3915 1.0 -0.9 -1.0 0.546
H 3.1415 -0.1763 2.6300 -0.3 0.8 0.4 0.435
H 1.9704 1.9414 1.3161 0.0 0.0 0.5 0.647
C -1.4390 -0.4275 4.7004 -1.9 0.0 -4.1 0.389
C -2.0678 0.7592 4.1213 1.7 -1.3 0.3 -0.995
C -2.4514 0.3841 2.8301 -0.6 -1.0 -1.0 -0.254
H -1.9766 1.7610 4.6016 -0.2 -0.9 -0.7 0.382
C -2.2693 -1.0726 2.6761 -0.9 0.4 -0.5 -0.584
C -1.7007 -1.5973 3.8562 0.0 1.5 0.0 -0.912
H -1.2984 -2.6141 4.0902 -0.4 1.0 -0.5 0.415
H -1.1661 -0.5378 6.1746 2.1 1.0 4.5 0.370
H -2.7990 1.0953 2.0736 -0.3 -0.6 0.2 0.639
H -2.3390 -1.6235 1.7249 -0.7 0.3 0.5 0.493
O 0.7009 -1.6613 -4.4007 0.4 0.0 -2.1 -0.351
C 0.2492 -0.5684 -5.2520 0.0 0.7 0.3 -0.383
C 0.4169 -0.9568 -6.7398 -0.2 -0.6 0.6 -0.587
H 0.8673 0.3330 -5.0405 -0.3 -0.5 0.0 0.258
H -0.7939 -0.3242 -4.9826 0.4 -0.2 -0.1 0.293
C 1.6264 -1.9064 -6.6690 0.0 0.5 0.8 -0.502
H 0.5637 -0.0901 -7.3994 -0.1 -0.3 0.3 0.334
H -0.4708 -1.5283 -7.0587 0.3 0.3 0.0 0.280
C 1.3923 -2.5938 -5.3001 0.0 -0.6 0.0 -0.488
H 2.5491 -1.3033 -6.6140 -0.2 -0.3 -0.2 0.267
H 1.6880 -2.6081 -7.5128 0.0 0.2 0.4 0.325
H 2.3340 -2.9162 -4.8234 -0.4 0.2 -0.1 0.276
H 0.7697 -3.5022 -5.4631 0.2 0.5 0.3 0.263
N -0.1067 -0.1834 6.5045 -1.2 -0.8 1.7 -1.056
C -0.0775 -0.2249 5.2402 -0.9 -3.0 -1.0 0.321
```
Forces are in eV/Å.

2S+1	4
calculated total energy	-42046.131	eV

Computed, not measured: C5H6O2 in the gas phase, with ωB97M-V/def2-TZVPD.

Geometry as XYZ:
```
13
Properties=species:S:1:pos:R:3:forces:R:3:mulliken_charge:R:1
O 1.7157 0.8252 -1.2867 -0.2 0.3 -0.1 -0.574
C 0.8038 0.9979 -0.2317 0.3 0.5 0.2 -0.642
C -0.3304 -0.0342 -0.3147 -0.4 -0.8 0.0 0.272
C 0.3241 -1.4326 -0.2275 0.2 -0.1 0.0 0.060
O 1.3985 -1.6764 -0.7343 -0.7 -0.3 0.3 -0.536
C -1.3999 0.0867 0.7014 -0.1 0.4 0.5 -0.914
C -2.2330 0.2127 1.5681 0.5 0.0 -0.5 0.214
H 1.9392 -0.1184 -1.2821 0.2 0.1 -0.1 0.411
H 1.3230 0.9285 0.7387 -0.3 -0.1 -0.1 0.318
H 0.3986 2.0069 -0.3257 -0.1 -0.1 0.1 0.339
H -0.7840 0.0649 -1.3192 0.2 -0.1 0.3 0.245
H -0.1920 -2.2173 0.3704 0.0 0.3 -0.2 0.384
H -2.9635 0.3562 2.3435 0.3 -0.1 -0.3 0.424
```
Forces are in eV/Å.

structure (SMILES)	C#C[C@H](C=O)CO
energy above the lowest of the compared OMol25 structures with the same formula, charge and spin	57.8	kcal/mol
calculated total energy	-9374.589	eV